Record 1
Density functional theory data (the ωB97M-V functional and the def2-TZVPD basis) for a molecular structure, C22H37BrEuNP at a distorted geometry.

Last column: Löwdin charge in e.
Element x y z (Å)
C 0.81583 -0.16586 -2.64501  -0.2671
C 1.77400 -0.47594 -1.59780  -0.2295
C 1.34980 -1.65856 -0.95407  -0.1876
H 2.73261 0.03957 -1.40682  0.0906
C 0.03237 -1.95812 -1.42126  -0.2048
C -0.29566 -1.05282 -2.47285  -0.2797
H -1.20229 -1.00769 -3.06556  0.0707
H 0.90736 0.59906 -3.39240  0.0696
H 1.91091 -2.28417 -0.26954  0.0703
H -0.55905 -2.82646 -1.12626  0.0812
Eu -0.50785 0.86047 -0.49784  1.6517
Br 0.92593 2.71170 0.99212  -0.1414
C -2.52026 2.49667 -0.86552  -0.2799
C -2.86398 1.53320 -1.87494  -0.2216
C -1.94170 1.68775 -2.95829  -0.1958
H -3.66844 0.79249 -1.83405  0.0864
C -0.96924 2.65285 -2.57233  -0.2324
C -1.33474 3.18586 -1.31132  -0.3420
H -0.70977 3.87839 -0.70519  0.0179
H -3.02086 2.63538 0.10785  0.0941
H -1.97521 1.13575 -3.88178  0.0861
H -0.09592 2.93912 -3.17181  0.0981
C 2.28677 -3.41995 2.72945  -0.0986
C 1.01038 -2.94683 3.44630  -0.6018
C -0.20463 -3.55575 2.72311  -0.1149
C 1.04963 -3.50421 4.87987  -0.1081
P 0.81595 -1.05688 3.38687  0.7416
N 0.31579 -0.62416 1.95135  -0.3688
C -0.42212 -0.54275 4.73386  -0.6078
C 0.19450 -0.65155 6.13756  -0.1022
C -0.85143 0.89617 4.43381  -0.1087
C -1.64772 -1.45736 4.66390  -0.1125
C 2.51102 -0.33294 3.75978  -0.6185
C 2.37477 1.14855 4.10815  -0.1154
C 3.20784 -1.05153 4.92002  -0.1037
C 3.38015 -0.45194 2.49030  -0.0989
H 2.21024 -4.52321 2.67512  0.0805
H 3.18988 -3.17377 3.31246  0.0544
H 2.35013 -2.99608 1.71057  0.0628
H 0.01170 -4.59781 2.49228  0.0687
H -1.13097 -3.53493 3.30791  0.0553
H -0.39250 -3.02125 1.79397  0.0451
H 1.88130 -3.06932 5.43909  0.0511
H 0.11409 -3.34792 5.43100  0.0521
H 1.22922 -4.59069 4.81581  0.0823
H 1.00348 0.06471 6.28600  0.0516
H -0.57728 -0.41622 6.88404  0.0815
H 0.55795 -1.65982 6.36082  0.0503
H -1.00647 1.02770 3.36424  0.0351
H -1.78391 1.08741 4.96037  0.0695
H -0.11993 1.63335 4.76900  0.0613
H -2.03475 -1.52801 3.64915  0.0714
H -1.47812 -2.46575 5.05826  0.0533
H -2.43791 -1.02194 5.28513  0.0747
H 1.91033 1.31683 5.09066  0.0575
H 3.40512 1.53252 4.16121  0.0790
H 1.84756 1.67792 3.29539  -0.0128
H 3.44779 -2.09162 4.69901  0.0462
H 4.15274 -0.53277 5.11279  0.0821
H 2.62179 -1.00511 5.83382  0.0504
H 3.78555 -1.46088 2.32733  0.0580
H 2.79396 -0.14446 1.61754  0.0466
H 4.22264 0.23628 2.62437  0.0754

Calculated values
M in g/mol: 578.4
Spin multiplicity: 7
Strongest force on any atom in Eh/bohr: 0.0845
ΔE to the lowest compared entry with this formula, charge and spin in kJ/mol: 0.0
Electronic energy in eV: -123565.5839
Net charge: -1
HOMO-LUMO gap (spin up / spin down) in eV: 5.1 / 6.0

Record 2
Density functional theory data (the ωB97M-V functional and the def2-TZVPD basis) for 10 unconnected molecules or ions with the total composition C22H37ClF9O36PS9 at a distorted geometry.

Last column: Löwdin charge in e.
Element x y z (Å)
F -0.08725 1.90513 -0.44865  0.1640
C -0.79313 1.34586 -1.42087  -0.5421
F -0.92555 0.03101 -1.18947  0.1618
F -2.02434 1.87860 -1.40464  0.1743
C -0.18940 1.59773 -2.82642  -0.3429
F -0.35276 2.89749 -3.11356  0.1331
F -0.97881 0.90248 -3.68045  0.1461
C 1.30021 1.15066 -3.08109  -0.3888
F 1.23769 -0.02408 -3.75000  0.1344
F 1.87879 2.04228 -3.91160  0.1154
C 2.24692 0.94787 -1.87236  -0.6302
F 3.37118 0.37630 -2.42060  0.0408
F 1.75802 0.02406 -1.02143  0.0545
P 2.85105 2.44766 -0.85164  0.6923
Cl 2.04735 4.17040 -1.60220  0.2829
H 4.19660 2.56365 -1.24060  -0.0470
O 2.57818 5.71862 2.69520  -0.2186
S 1.96745 6.41308 1.62032  0.5748
O 2.52077 6.37028 0.31448  -0.2919
O 1.73341 7.92797 2.06362  -0.1838
C 0.33836 8.27437 1.94761  -0.1691
C -0.38840 6.97020 2.18324  -0.1532
O 0.42741 5.99272 1.51535  -0.1949
H 0.15851 8.65822 0.94911  0.1075
H 0.08868 9.03452 2.68073  0.1375
H -1.38836 6.96772 1.76157  0.1301
H -0.43368 6.71694 3.24430  0.1356
O -1.93591 9.61868 0.75604  -0.2266
S -2.97727 10.02494 -0.12349  0.6064
O -4.27524 10.30606 0.36149  -0.2004
O -3.05524 8.95852 -1.31124  -0.1856
C -2.88968 9.60979 -2.58082  -0.1533
C -2.00440 10.79996 -2.27282  -0.1542
O -2.47758 11.26230 -0.99801  -0.1812
H -3.87101 9.91864 -2.94395  0.1357
H -2.43701 8.91959 -3.28654  0.1363
H -2.09461 11.59683 -3.00444  0.1371
H -0.95713 10.50880 -2.17212  0.1351
O -5.86414 -1.09991 2.58810  -0.2084
S -5.11323 -2.00681 1.79906  0.5783
O -5.24126 -3.41211 1.96325  -0.2283
O -3.57120 -1.60565 1.90715  -0.1909
C -3.02675 -1.35579 0.59865  -0.1525
C -4.20844 -0.85755 -0.20641  -0.1495
O -5.30717 -1.66425 0.25445  -0.1803
H -2.63461 -2.29428 0.20283  0.1385
H -2.22924 -0.62673 0.66954  0.1195
H -4.07888 -0.99173 -1.27584  0.1392
H -4.43086 0.18913 0.00805  0.1372
O 2.62288 -6.90648 0.08697  -0.2144
S 2.64828 -5.58725 0.60344  0.6035
O 2.97914 -5.32401 1.95424  -0.2109
O 1.24483 -4.88738 0.25322  -0.1870
C 1.46846 -3.68882 -0.50336  -0.1612
C 2.74826 -3.94828 -1.26092  -0.1631
O 3.57233 -4.66628 -0.33367  -0.1954
H 1.57734 -2.85655 0.19613  0.1259
H 0.63026 -3.50682 -1.17087  0.1338
H 3.23574 -3.02683 -1.57068  0.1312
H 2.57695 -4.58301 -2.13327  0.1374
O 4.36169 0.47348 0.67627  -0.2729
S 3.62744 0.08834 1.82901  0.5594
O 2.27082 -0.31821 1.74706  -0.2301
O 3.76981 1.23522 2.92765  -0.1842
C 4.32946 0.70268 4.13896  -0.1480
C 5.20320 -0.44281 3.67076  -0.1472
O 4.44863 -1.03350 2.60272  -0.1796
H 3.51301 0.35517 4.77414  0.1349
H 4.88854 1.47941 4.65202  0.1374
H 5.38329 -1.18465 4.44244  0.1393
H 6.15492 -0.09134 3.26851  0.1377
O 3.67253 -4.05215 -6.60933  -0.2058
S 3.69384 -2.72737 -6.11029  0.5930
O 4.06950 -2.45750 -4.76797  -0.2329
O 2.27970 -2.04736 -6.40623  -0.1872
C 2.45256 -0.84115 -7.16615  -0.1531
C 3.70812 -1.09126 -7.97691  -0.1511
O 4.56859 -1.80098 -7.07176  -0.1821
H 2.57802 -0.00797 -6.47216  0.1283
H 1.57652 -0.67430 -7.78587  0.1377
H 4.19464 -0.17530 -8.29772  0.1375
H 3.51146 -1.72754 -8.84152  0.1359
O 7.38543 -2.00912 0.55026  -0.2234
S 8.04225 -2.11160 -0.70303  0.5954
O 9.35038 -1.60558 -0.90419  -0.2166
O 7.06314 -1.51946 -1.82049  -0.1850
C 6.80024 -2.50919 -2.82559  -0.1565
C 6.91501 -3.82538 -2.09401  -0.1517
O 8.00983 -3.63932 -1.18296  -0.1819
H 7.55425 -2.41888 -3.61031  0.1374
H 5.81082 -2.36902 -3.24692  0.0994
H 7.12117 -4.65997 -2.75727  0.1388
H 6.01525 -4.03344 -1.51018  0.1216
O -10.42997 -7.67476 0.84650  -0.2189
S -9.30074 -7.84902 1.68555  0.5972
O -9.08583 -9.05660 2.39323  -0.2150
O -9.23603 -6.60981 2.69781  -0.1870
C -7.97817 -5.92931 2.58156  -0.1611
C -7.56853 -6.15446 1.14287  -0.1678
O -7.96838 -7.50339 0.86659  -0.1880
H -7.26809 -6.38281 3.27542  0.1360
H -8.10068 -4.87722 2.82106  0.1328
H -6.49985 -6.04372 0.98713  0.1294
H -8.10828 -5.48796 0.46682  0.1350
O -3.40124 -3.22520 8.57567  -0.2172
S -4.49227 -2.84033 7.75697  0.5989
O -5.77808 -2.60506 8.30192  -0.2149
O -4.60208 -3.88328 6.54662  -0.1848
C -4.51812 -3.20058 5.28763  -0.1703
C -3.65790 -1.98837 5.57536  -0.1595
O -4.07933 -1.56598 6.87946  -0.1846
H -5.52404 -2.91097 4.97793  0.1283
H -4.08039 -3.85776 4.54149  0.1303
H -3.81055 -1.18385 4.86146  0.1255
H -2.59800 -2.24794 5.61791  0.1373

Calculated values
M in g/mol: 1403.5
Spin multiplicity: 1
Strongest force on any atom in Eh/bohr: 0.0379
Electronic energy in eV: -240901.7829
HOMO-LUMO gap in eV: 9.4
SMILES string: FC(F)(F)C(F)(F)C(F)(F)C(F)(F)PCl.O=S1(=O)OCCO1.O=S1(=O)OCCO1.O=S1(=O)OCCO1.O=S1(=O)OCCO1.O=S1(=O)OCCO1.O=S1(=O)OCCO1.O=S1(=O)OCCO1.O=S1(=O)OCCO1.O=S1(=O)OCCO1

Record 3
Density functional theory data (the ωB97M-V functional and the def2-TZVPD basis) for a molecular structure, C22H37ClP2Sn at a distorted geometry.

Last column: Löwdin charge in e.
Element x y z (Å)
P -6.44214 0.34113 -0.21887  0.8450
P -5.59397 -0.36341 -3.14617  0.8494
C -7.74451 0.49932 -1.55275  -0.4387
C -7.42754 -0.39688 -2.73917  -0.4390
H -7.80004 1.56852 -1.82523  0.0785
H -8.69501 0.20214 -1.08896  0.0687
H -7.70328 -1.45159 -2.56104  0.0767
H -7.96196 -0.04556 -3.63251  0.0694
C -5.71149 1.02536 -4.34588  -0.2936
H -4.77791 1.07917 -4.91845  0.0391
H -5.87407 1.96574 -3.80470  0.0390
H -6.55335 0.83927 -5.02553  0.0340
C -5.68358 -1.77431 -4.31579  -0.3138
H -6.46609 -1.58319 -5.06296  0.0374
H -5.92467 -2.68310 -3.74726  0.0351
H -4.70829 -1.88327 -4.80671  0.0343
C -7.02351 1.75674 0.77990  -0.3079
H -6.45966 1.76924 1.72219  0.0366
H -8.09785 1.62973 0.97413  0.0369
H -6.84458 2.68141 0.21202  0.0367
C -7.25240 -1.03263 0.67413  -0.2889
H -7.16065 -1.95727 0.09502  0.0397
H -8.31081 -0.77956 0.80174  0.0340
H -6.77980 -1.15249 1.65433  0.0394
Sn 1.06841 0.45282 0.19142  1.0634
C -1.75839 -0.97726 -1.94480  -0.1387
C -1.77800 0.34912 -2.16320  -0.1549
C -2.83378 1.34556 -1.81030  -0.2231
C -2.67704 2.03631 -0.42501  -0.1968
C -2.45280 1.15895 0.76906  -0.1653
C -2.70982 -0.14813 0.91957  -0.1354
C -3.48484 -1.02607 -0.00774  -0.2590
C -2.63361 -1.80329 -1.04241  -0.1965
C 1.33321 0.41151 2.37838  -0.3534
H -0.98160 -1.56322 -2.46776  0.1001
H -0.90735 0.80030 -2.66843  0.0964
H -3.84008 0.91419 -1.93822  0.0030
H -2.75262 2.14566 -2.57864  0.1134
H -1.83297 2.73802 -0.54103  0.1000
H -3.54111 2.69436 -0.20806  0.1086
H -1.98094 1.68812 1.61504  0.0989
H -2.27647 -0.68721 1.77946  0.1030
H -4.25143 -0.42943 -0.52953  -0.0399
H -4.03177 -1.76580 0.61230  0.1102
H -2.03447 -2.54520 -0.48560  0.1078
H -3.28749 -2.40591 -1.69363  0.0982
H 1.93786 -0.47161 2.66120  -0.0248
H 0.30259 0.30569 2.77923  -0.0279
H 1.77573 1.34983 2.74586  -0.0173
Cl 2.96520 2.02322 -1.20350  0.6349
C 3.98000 0.73408 -0.53476  -0.6127
C 5.04975 1.12801 0.26085  -0.1122
C 5.75915 0.15388 0.96168  -0.0900
C 5.39732 -1.19356 0.84417  -0.0843
C 4.36061 -1.57581 0.00288  -0.0554
C 3.56926 -0.61413 -0.65363  -0.3791
C 2.18648 -0.93171 -1.12996  -0.3421
H 5.26421 2.18642 0.36380  0.1037
H 6.57356 0.45169 1.61496  0.1012
H 5.92177 -1.95294 1.42704  0.1054
H 4.07469 -2.63496 -0.10124  0.1192
H 1.82848 -1.93829 -0.87941  0.0452
H 1.99275 -0.68490 -2.17727  0.0483

Calculated values
M in g/mol: 517.7
Spin multiplicity: 1
Strongest force on any atom in Eh/bohr: 0.0568
ΔE to the lowest compared entry with this formula, charge and spin in kJ/mol: 0.0
Electronic energy in eV: -60341.8072
HOMO-LUMO gap in eV: 6.6

- Among the records above, which one has the lowest M?
  C22H37ClP2Sn